[1]
{
  "formula": "C2H4ClN",
  "method": "the ωB97M-V functional and the def2-TZVPD basis",
  "e_above_lowest_ev": 1.982,
  "multiplicity": 3,
  "homo_energy_ha": [-0.1861, -0.4068],
  "lumo_ha": [0.035, -0.094],
  "homo_lumo_gap_ha": [0.221, 0.313],
  "elements": ["C", "H", "Cl", "H", "H", "N", "H", "C"],
  "coordinates": [[-0.700, 0.931, 0.095], [0.228, -1.822, -0.031], [-1.937, -0.345, 0.234], [2.029, -1.073, -0.130], [-0.629, 1.727, 0.864], [0.792, 0.288, -0.051], [-0.751, 1.219, -0.909], [0.967, -0.925, -0.072]]
}



[2]
{
  "formula": "C6H29NO11",
  "method": "the ωB97M-V functional and the def2-TZVPD basis",
  "e_above_lowest_ev": 1.587,
  "multiplicity": 1,
  "smiles": "C=N/C=C/CCC=O.O.O.O.O.O.O.O.O.O.O",
  "homo_energy_ha": -0.3389,
  "lumo_ha": -0.008,
  "homo_lumo_gap_ha": 0.330,
  "elements": ["O", "H", "C", "C", "H", "O", "H", "H", "H", "C", "H", "H", "H", "H", "H", "O", "O", "C", "O", "H", "H", "H", "C", "H", "H", "H", "O", "H", "H", "H", "O", "H", "O", "H", "O", "H", "N", "H", "O", "H", "O", "H", "H", "H", "C", "H", "H"],
  "coordinates": [[-2.363, 0.332, -2.131], [0.202, 0.380, -2.751], [1.807, -2.553, 1.190], [1.018, 1.083, -2.517], [-2.407, -2.587, -0.157], [-0.720, 2.588, 3.566], [-2.376, 2.269, -1.137], [-0.101, 1.618, -0.768], [1.534, -3.393, 1.824], [0.804, 1.936, -1.285], [1.982, 2.209, 0.582], [-3.253, 0.796, 2.095], [-0.527, 1.957, 4.263], [1.537, -2.621, 0.123], [-0.753, -2.565, 2.734], [-3.053, 2.896, -0.846], [-2.945, 0.365, 1.291], [1.745, 0.207, 0.159], [-0.493, -2.291, 3.625], [-2.442, -0.535, -1.676], [-2.660, -2.995, 2.514], [-1.511, 2.299, 3.103], [2.654, -0.363, 0.959], [-1.790, -2.330, -1.640], [2.503, -0.781, -3.249], [-2.496, 1.071, 0.809], [-2.545, -2.495, 1.701], [2.783, -1.663, -1.882], [-2.077, -0.027, -2.984], [-3.288, -1.894, 1.580], [-0.231, -2.176, -2.786], [0.674, 2.976, -1.585], [2.384, -1.598, -2.750], [3.557, 0.102, 1.341], [-2.553, -2.271, -1.055], [-0.372, -2.467, -3.690], [2.463, -1.579, 1.640], [0.813, -0.327, 0.022], [2.021, 1.198, -3.184], [-3.734, 2.281, -0.550], [1.951, 3.430, 2.427], [1.012, 3.607, 2.581], [0.694, -1.853, -2.709], [3.034, 1.754, -0.719], [2.021, 1.636, -0.349], [-0.140, -1.420, 3.403], [1.948, 2.467, 2.397]]
}



[3]
{
  "formula": "C31H35AsKN10O7",
  "method": "the ωB97M-V functional and the def2-TZVPD basis",
  "e_above_lowest_ev": 0.821,
  "multiplicity": 1,
  "total_charge": -1,
  "homo_energy_ha": -0.1747,
  "lumo_ha": 0.066,
  "homo_lumo_gap_ha": 0.241,
  "elements": ["H", "C", "C", "H", "H", "C", "O", "K", "H", "C", "O", "C", "C", "C", "C", "H", "C", "H", "O", "N", "H", "C", "C", "C", "C", "H", "C", "N", "N", "H", "H", "H", "H", "H", "C", "N", "C", "H", "C", "H", "C", "H", "H", "C", "N", "H", "C", "N", "C", "H", "C", "C", "C", "H", "O", "H", "C", "C", "O", "O", "H", "H", "H", "N", "H", "N", "H", "H", "H", "H", "H", "C", "O", "C", "H", "H", "C", "N", "C", "H", "N", "C", "As", "H", "H"],
  "coordinates": [[1.625, 2.926, 1.659], [1.196, 1.603, 5.638], [4.504, -2.712, -5.319], [-5.907, 1.814, -2.813], [4.001, 1.812, -0.230], [2.735, -1.719, -4.050], [1.095, 0.131, 2.304], [-0.303, -0.354, 0.487], [1.564, -0.086, -4.619], [3.196, 1.075, -0.264], [-1.012, 1.884, 1.168], [-2.354, -1.298, -2.622], [0.979, -0.725, -2.772], [-3.373, -1.091, -3.725], [-0.516, 1.437, 3.428], [5.111, -2.746, -6.215], [-2.828, 0.905, -1.919], [-3.713, -2.042, -4.143], [3.597, 0.323, 3.487], [-0.489, 2.869, 6.864], [-1.340, -2.385, 5.443], [0.038, -3.720, 4.461], [0.117, -3.443, 2.099], [0.568, -4.094, 3.236], [-4.607, 3.128, -1.684], [1.309, 3.722, -2.459], [2.103, -2.495, -1.788], [-0.812, -2.488, 2.132], [1.659, -2.985, 0.370], [4.115, -4.249, -2.319], [2.567, 3.928, 0.512], [5.515, -4.359, -4.371], [-1.906, 2.523, 4.610], [1.344, -4.845, 3.163], [4.730, -3.620, -4.282], [1.114, -1.504, -1.761], [-1.441, 1.347, 2.231], [-5.617, 1.311, -1.147], [0.727, -3.743, 0.753], [0.190, 0.027, -2.742], [-3.467, 2.956, -0.707], [3.416, 0.330, -1.031], [3.331, -1.050, -6.005], [-0.919, 2.084, 4.557], [-2.465, 2.067, -1.276], [2.212, 2.327, -3.069], [0.792, 0.791, 3.325], [2.979, 0.407, 4.529], [-4.542, -0.332, -3.139], [-2.037, -1.313, 3.297], [2.941, -2.616, -3.009], [1.612, 0.954, 4.492], [-0.057, 2.168, 5.663], [-1.717, 1.903, -0.600], [3.447, 0.114, 5.624], [3.016, 3.496, -2.001], [3.954, -3.565, -3.142], [-0.922, -2.725, 4.505], [0.262, 2.903, 7.829], [-1.600, 3.381, 6.861], [1.850, 1.668, 6.493], [-2.930, -0.506, -4.536], [-3.833, 2.557, 0.247], [-1.966, -0.058, -1.971], [-4.251, 3.622, -2.592], [-4.078, 0.899, -2.527], [0.390, -4.187, 5.372], [-5.061, -0.962, -2.401], [0.371, -4.583, 0.151], [-5.400, 3.738, -1.246], [0.774, 4.035, 0.590], [-5.143, 1.758, -2.033], [-2.498, 0.695, 2.342], [1.638, 3.377, 0.669], [-2.762, -2.000, -1.882], [-2.985, 3.909, -0.490], [3.511, -1.762, -5.208], [1.725, -0.771, -3.902], [-1.321, -2.130, 3.317], [-5.275, -0.064, -3.905], [2.323, -3.296, -0.817], [2.074, 2.986, -2.210], [1.474, 1.946, -0.652], [3.113, 0.573, 0.702], [-1.457, -1.786, -3.014]]
}



[4]
{
  "formula": "C47H37AlIN3O6P2",
  "method": "the ωB97M-V functional and the def2-TZVPD basis",
  "e_above_lowest_ev": 4.124,
  "multiplicity": 1,
  "homo_energy_ha": -0.2444,
  "lumo_ha": -0.052,
  "homo_lumo_gap_ha": 0.192,
  "elements": ["C", "C", "H", "H", "H", "O", "C", "H", "H", "C", "C", "H", "C", "O", "C", "C", "C", "H", "N", "H", "C", "C", "H", "H", "C", "N", "C", "C", "C", "C", "H", "C", "P", "C", "C", "I", "H", "Al", "H", "C", "H", "C", "C", "C", "H", "H", "H", "C", "H", "H", "H", "C", "N", "H", "C", "C", "C", "O", "C", "O", "C", "C", "C", "H", "H", "H", "H", "H", "C", "P", "H", "C", "O", "C", "C", "C", "H", "C", "H", "C", "C", "C", "C", "H", "H", "H", "C", "H", "H", "O", "H", "H", "C", "C", "C", "H", "C"],
  "coordinates": [[3.244, -1.631, -1.089], [3.604, -0.257, -0.974], [-0.256, 2.801, 4.049], [3.430, 1.304, -3.139], [6.347, -2.963, -1.372], [-0.117, 1.831, -4.501], [-7.520, 0.478, -1.687], [-8.495, 0.712, -1.328], [2.665, -2.173, 1.874], [2.392, 3.685, -0.910], [-7.406, -0.510, -2.649], [3.984, -3.645, -1.372], [-1.060, -3.488, -2.188], [-0.686, 2.439, -1.685], [3.109, -0.383, 3.152], [4.260, -2.598, -1.177], [5.592, -2.188, -1.237], [-3.199, 5.756, 2.625], [2.433, 0.554, 2.298], [2.204, 5.726, -1.244], [-0.981, -1.735, 2.541], [2.880, 4.689, -3.053], [3.293, 2.389, 1.477], [5.114, -2.912, 5.382], [2.512, 4.795, -1.702], [-5.139, 0.150, -3.014], [-6.383, 1.273, -1.316], [3.087, -1.785, 2.804], [-1.309, -0.391, 2.666], [-2.157, -2.203, 4.570], [-5.938, -1.394, -4.141], [4.524, -0.880, 5.022], [2.387, 0.950, -0.394], [1.237, 1.154, 2.796], [5.913, -0.808, -1.339], [-6.476, 2.642, 0.284], [-0.418, -2.094, 1.680], [-3.207, -0.126, -3.251], [4.206, 0.843, 1.319], [-6.175, -0.708, -3.318], [-8.202, -1.201, -2.941], [-2.791, -2.418, -3.254], [-1.345, -2.619, 3.545], [-1.186, -2.040, -1.670], [-3.504, -0.667, 5.265], [1.776, 3.762, 0.000], [-2.165, 2.268, 0.265], [3.263, 2.291, -2.714], [2.196, -1.880, -1.228], [-2.514, 1.078, 3.862], [0.563, -6.385, -2.585], [-2.192, 0.034, 3.738], [-2.230, -1.543, -2.360], [-3.173, 4.555, 0.445], [3.842, 0.044, 4.227], [-1.759, 4.295, 3.477], [-1.365, 1.664, -2.368], [-2.449, 1.058, -1.907], [-2.564, 4.854, 2.495], [-2.077, 0.676, -4.388], [3.212, 1.291, 1.281], [3.831, -2.687, 3.607], [-0.193, -5.651, -2.741], [5.223, 1.179, -1.058], [3.831, -3.685, 3.212], [1.394, 2.272, 2.836], [-3.078, -5.039, -4.522], [6.916, -0.496, -1.638], [4.498, -2.276, 4.761], [-0.314, 0.799, 1.682], [3.914, 1.089, 4.439], [-2.018, 2.874, 1.154], [-3.660, -1.937, -4.059], [-1.118, 2.412, 2.099], [3.353, 3.431, -3.538], [-1.061, 1.396, -3.885], [2.617, 5.505, -3.748], [-2.135, -3.676, -3.134], [-1.734, 4.791, 4.416], [4.946, 0.162, -1.155], [-0.979, 3.169, 3.289], [-2.685, 4.087, 1.344], [-2.235, -4.893, -3.840], [1.100, 0.751, 3.801], [-1.110, -3.689, 3.419], [-1.357, -6.792, -4.177], [-1.236, -5.866, -3.652], [3.759, 3.409, -4.539], [0.703, -4.276, -1.348], [-0.630, -1.484, -0.752], [-2.551, -2.996, 5.199], [5.059, -0.536, 5.897], [2.730, 2.399, -1.417], [-5.291, 1.193, -2.159], [-2.633, -0.887, 4.628], [-4.564, 2.028, -2.084], [-0.122, -4.494, -1.983]]
}



[5]
{
  "formula": "C2H4N4",
  "method": "the ωB97M-V functional and the def2-TZVPD basis",
  "e_above_lowest_ev": 4.315,
  "multiplicity": 1,
  "homo_energy_ha": -0.3575,
  "lumo_ha": 0.011,
  "homo_lumo_gap_ha": 0.369,
  "elements": ["N", "H", "H", "N", "H", "C", "H", "N", "C", "N"],
  "coordinates": [[1.568, -1.130, -0.426], [2.956, 0.813, -0.092], [-2.365, -0.856, 0.106], [-0.346, -0.432, 0.531], [-1.948, 0.836, 0.448], [-1.624, -0.069, -0.068], [-1.536, 0.135, -1.141], [0.432, -1.162, -0.122], [1.918, 0.672, 0.155], [0.945, 1.193, 0.610]]
}



[6]
{
  "formula": "C20H30Cl21F5N5",
  "method": "the ωB97M-V functional and the def2-TZVPD basis",
  "multiplicity": 1,
  "total_charge": 1,
  "homo_energy_ha": -0.4148,
  "lumo_ha": -0.135,
  "homo_lumo_gap_ha": 0.280,
  "elements": ["C", "H", "Cl", "H", "Cl", "H", "Cl", "Cl", "F", "H", "H", "C", "N", "C", "Cl", "Cl", "H", "H", "H", "N", "H", "Cl", "Cl", "C", "H", "Cl", "H", "H", "H", "C", "C", "C", "C", "Cl", "C", "Cl", "Cl", "H", "F", "C", "C", "C", "C", "F", "F", "Cl", "N", "H", "H", "Cl", "H", "H", "H", "C", "N", "Cl", "C", "C", "Cl", "H", "Cl", "H", "H", "H", "N", "H", "F", "Cl", "C", "C", "H", "Cl", "H", "H", "H", "C", "Cl", "H", "Cl", "C", "H"],
  "coordinates": [[1.970, 11.343, -2.665], [0.610, 2.713, 1.477], [1.198, -9.610, 1.427], [-0.111, 5.149, 1.419], [-2.786, -6.822, 3.564], [-1.263, -1.506, -3.118], [1.626, -5.292, -6.391], [-1.515, 9.564, -1.377], [0.289, -1.922, 3.917], [1.767, -5.088, -0.353], [1.094, 0.235, -3.260], [-2.702, -2.810, -6.030], [0.194, -0.384, 0.638], [3.035, 1.965, 3.469], [-2.604, -1.071, -5.716], [-0.112, -7.056, 1.891], [-1.393, 3.209, 0.862], [0.415, 5.316, -0.343], [3.169, -0.925, 3.379], [-0.339, 1.513, -0.935], [-0.526, 1.640, 5.974], [-4.380, -9.197, 4.101], [0.649, 11.624, -1.522], [1.076, -1.712, 2.784], [2.842, 11.895, -2.323], [0.911, -2.653, -7.371], [0.764, 3.322, -1.061], [-2.203, -3.015, -6.971], [1.813, 1.278, 5.842], [0.812, -4.393, -7.676], [-0.772, 0.523, -1.978], [-0.270, 0.629, 5.500], [-0.482, 5.170, 0.344], [1.859, -4.807, -2.685], [-0.332, 2.988, -1.127], [-1.623, -9.285, 0.796], [-0.325, -5.867, -1.081], [-1.317, 0.996, -2.852], [3.224, -2.482, 1.927], [1.279, 0.689, 5.014], [-0.313, -8.813, 1.887], [1.485, 1.521, 3.681], [0.076, 1.000, 0.236], [2.773, -2.846, 4.095], [0.764, -2.791, 1.912], [1.536, 11.930, -4.275], [0.936, 0.926, 2.442], [3.671, 1.139, 3.033], [-1.202, 6.029, 0.144], [-2.202, 6.842, -2.135], [1.751, -0.342, 5.027], [-3.450, -7.692, 5.645], [-0.349, -0.201, 6.273], [-2.784, 8.333, -1.378], [-0.257, -1.474, -3.357], [2.388, 9.624, -2.721], [0.404, -0.364, -2.581], [2.662, -1.885, 3.065], [-3.345, 8.014, 0.271], [1.046, -0.886, -1.792], [0.542, -3.115, -0.726], [3.389, 2.303, 4.497], [-2.268, 4.040, -0.502], [1.314, -4.605, -8.616], [0.542, 1.688, 1.392], [-0.574, -9.129, 2.890], [-0.753, 3.373, -2.439], [-0.876, -4.901, -7.820], [1.056, -4.765, -1.109], [-1.227, 3.798, -0.093], [0.123, -2.373, -3.036], [-1.637, -9.059, 5.055], [0.931, 2.516, 3.836], [-3.624, 8.706, -1.959], [-1.533, -0.167, -1.470], [0.733, -0.399, 1.970], [-1.884, -3.726, -4.754], [2.993, 2.902, 2.817], [-4.390, -3.319, -6.172], [-3.107, -8.134, 4.713], [-0.881, 0.439, 4.566]]
}



[7]
{
  "formula": "H3PSSi",
  "method": "the ωB97M-V functional and the def2-TZVPD basis",
  "e_above_lowest_ev": 0.698,
  "multiplicity": 1,
  "smiles": "[SiH3]P=S",
  "homo_energy_ha": -0.3279,
  "lumo_ha": -0.086,
  "homo_lumo_gap_ha": 0.242,
  "elements": ["Si", "P", "H", "H", "H", "S"],
  "coordinates": [[0.235, 0.542, 0.239], [0.019, -0.700, -1.650], [-0.914, 1.698, 0.296], [1.476, 1.151, 0.653], [0.314, -0.367, 1.369], [-1.130, -2.324, -0.906]]
}



[8]
{
  "formula": "FO2S",
  "method": "the ωB97M-V functional and the def2-TZVPD basis",
  "e_above_lowest_ev": 0.543,
  "multiplicity": 1,
  "total_charge": -1,
  "homo_energy_ha": -0.1704,
  "lumo_ha": 0.151,
  "homo_lumo_gap_ha": 0.321,
  "elements": ["O", "F", "S", "O"],
  "coordinates": [[-0.952, 0.988, -0.260], [2.026, 0.513, -0.019], [-0.363, -0.123, 0.405], [-0.710, -1.378, -0.126]]
}